# 1
DFT (wB97M-V/def2-TZVPD) results for one molecule with the formula C14H32N2O6P2 in a non-equilibrium geometry.

Computed properties:
Multiplicity: 1
Charge: 0
LUMO, eV: 0.82
Orbital gap, eV: 9.32
Energy above the lowest of the compared OMol25 structures with the same formula, charge and spin, kJ/mol: 0.5

Each line ends with the Mulliken charge.
Atoms and positions in Å:
C1 0.185 -1.243 -4.454  -0.768
C2 -0.767 -1.518 -3.583  -0.358
C3 -0.518 -2.078 -2.216  -0.380
N1 -1.192 -1.258 -1.210  0.324
C4 -0.540 0.029 -1.092  -0.719
P1 -1.426 1.093 0.102  1.068
O1 -1.119 1.023 1.536  -0.989
O2 -2.999 0.858 -0.093  -0.399
C5 -3.594 0.874 -1.388  0.101
C6 -5.060 1.246 -1.239  -1.463
H1 -5.545 1.231 -2.211  0.414
H2 -5.155 2.240 -0.809  0.343
H3 -5.556 0.537 -0.581  0.316
H4 -3.487 -0.122 -1.827  0.143
H5 -3.074 1.599 -2.023  0.294
O3 -1.139 2.537 -0.574  -0.399
C7 -1.619 3.685 0.122  -0.387
C8 -0.550 4.282 1.021  -1.014
H6 -0.931 5.184 1.494  0.438
H7 -0.277 3.563 1.786  0.200
H8 0.332 4.529 0.437  0.224
H9 -2.497 3.410 0.717  0.338
H10 -1.919 4.399 -0.652  0.406
H11 -0.583 0.525 -2.066  0.805
H12 0.517 -0.034 -0.804  0.194
C9 -1.438 -1.942 0.044  -1.306
H13 -2.095 -2.788 -0.186  0.512
C10 -0.233 -2.489 0.828  -0.828
N2 0.563 -1.492 1.513  0.001
P2 2.055 -1.062 0.885  0.289
O4 2.388 -1.737 -0.370  -0.750
O5 2.169 0.515 0.786  -0.224
C11 2.143 1.377 1.925  0.286
C12 2.896 2.646 1.566  -1.436
H14 3.936 2.415 1.353  0.408
H15 2.846 3.352 2.391  0.401
H16 2.453 3.096 0.682  0.240
H17 2.612 0.874 2.773  0.298
H18 1.099 1.597 2.167  0.086
O6 3.073 -1.341 2.111  -0.316
C13 3.270 -2.688 2.508  -0.195
C14 4.318 -3.378 1.649  -1.085
H19 4.001 -3.357 0.611  0.264
H20 5.268 -2.858 1.731  0.279
H21 4.443 -4.408 1.972  0.390
H22 3.591 -2.644 3.554  0.335
H23 2.317 -3.225 2.451  0.235
H24 0.017 -0.736 1.906  0.443
H25 0.436 -3.033 0.159  0.555
H26 -0.620 -3.191 1.578  0.436
H27 -1.990 -1.255 0.692  0.438
H28 0.563 -2.148 -2.031  0.193
H29 -0.952 -3.082 -2.162  0.471
H30 -1.808 -1.346 -3.823  0.289
H31 -0.030 -0.856 -5.436  0.286
H32 1.224 -1.406 -4.218  0.275


# 2
DFT (wB97M-V/def2-TZVPD) results for an isolated ion of composition C14H32N5O3 and charge +1 in a non-equilibrium geometry.

Computed properties:
Multiplicity: 1
Charge: +1
LUMO, eV: -3.03
Orbital gap, eV: 8.69

Each line ends with the Mulliken charge.
Atoms and positions in Å:
C1 4.318 -1.155 0.564  -1.167
C2 2.964 -1.796 0.225  -0.196
C3 2.504 -1.603 -1.230  -0.900
C4 1.558 -0.420 -1.495  -0.424
N1 1.834 0.694 -0.566  0.014
C5 1.445 2.061 -0.913  0.673
N2 1.278 2.352 -2.299  -0.730
C6 2.483 3.000 -0.271  -1.048
N3 1.732 3.629 0.837  -0.138
C7 0.502 3.133 0.898  0.298
N4 -0.301 3.353 1.975  -0.403
N5 0.172 2.413 -0.169  0.203
C8 -1.073 2.663 -0.930  -0.796
O1 -1.489 1.554 -1.628  -0.316
C9 -2.316 0.648 -0.890  -0.177
C10 -2.433 -0.652 -1.687  -1.009
O2 -2.513 -1.789 -0.867  -0.337
C11 -3.806 -2.014 -0.306  -0.649
C12 -3.847 -1.906 1.209  -0.343
O3 -3.253 -3.012 1.846  -0.383
C13 -2.036 -2.789 2.539  -0.453
C14 -0.805 -2.939 1.652  -0.468
H1 4.204 -0.193 1.072  0.197
H2 4.913 -0.979 -0.336  0.267
H3 4.907 -1.798 1.221  0.373
H4 2.205 -1.426 0.924  0.126
H5 3.021 -2.871 0.413  0.447
H6 3.396 -1.472 -1.852  0.365
H7 2.004 -2.509 -1.583  0.375
H8 0.511 -0.742 -1.433  -0.053
H9 1.732 -0.070 -2.513  0.376
H10 1.365 0.451 0.301  0.284
H11 0.672 1.693 -2.771  0.242
H12 2.161 2.412 -2.789  0.275
H13 3.304 2.405 0.121  0.351
H14 2.836 3.773 -0.955  0.386
H15 2.202 3.760 1.723  0.338
H16 0.069 3.219 2.902  0.219
H17 -1.223 3.747 1.894  0.216
H18 -1.833 3.019 -0.224  0.488
H19 -0.840 3.443 -1.656  0.358
H20 -3.291 1.129 -0.741  0.462
H21 -1.888 0.423 0.097  0.288
H22 -3.299 -0.618 -2.361  0.412
H23 -1.534 -0.752 -2.302  0.465
H24 -4.531 -1.310 -0.738  0.418
H25 -4.122 -3.025 -0.584  0.358
H26 -3.378 -0.968 1.545  0.243
H27 -4.902 -1.873 1.510  0.323
H28 -2.067 -1.796 3.010  0.316
H29 -2.014 -3.524 3.347  0.315
H30 -0.561 -2.016 1.118  -0.205
H31 -0.997 -3.707 0.899  0.278
H32 0.060 -3.250 2.244  0.448


# 3
DFT (wB97M-V/def2-TZVPD) results for C14H32NO2P2PbSi as an isolated structure in a non-equilibrium geometry.

Computed properties:
Multiplicity: 1
Charge: +1
LUMO, eV: -3.05
Orbital gap, eV: 7.08
Energy above the lowest of the compared OMol25 structures with the same formula, charge and spin, kJ/mol: 2.0

Each line ends with the Mulliken charge.
Atoms and positions in Å:
Pb1 -0.282 0.020 0.246  0.500
P1 -0.190 -2.394 0.023  0.609
C1 0.302 -2.366 -1.664  -1.513
C2 0.017 -1.280 -2.512  1.213
N1 -0.216 -0.034 -1.948  -0.134
C3 -0.431 1.092 -2.631  0.859
C4 -0.494 1.042 -4.018  -0.816
C5 -0.300 -0.180 -4.672  -0.328
C6 -0.045 -1.324 -3.933  -1.143
C7 -0.626 2.357 -1.821  -1.352
P2 0.180 2.385 -0.159  0.813
H1 0.121 -2.284 -4.406  0.441
H2 -0.686 1.949 -4.580  0.472
H3 -0.342 -0.231 -5.754  0.436
H4 -0.239 3.224 -2.378  0.502
H5 -1.717 2.518 -1.697  0.374
H6 3.046 -2.409 -2.297  0.340
H7 0.414 -3.349 -2.130  0.448
H8 4.302 -0.387 -0.091  0.316
O1 3.955 -2.098 -2.149  -0.604
H9 4.558 -2.761 -2.520  0.293
H10 0.949 -0.032 1.537  -0.084
O2 4.261 0.207 0.671  -0.643
H11 3.588 0.875 0.500  0.257
C8 1.877 2.878 -0.505  -1.463
H12 1.852 3.869 -0.993  0.423
H13 2.486 2.976 0.414  0.397
H14 2.410 2.188 -1.186  0.423
C9 -0.614 3.700 0.760  -1.313
H15 -0.135 3.873 1.739  0.379
H16 -0.529 4.630 0.175  0.479
H17 -1.687 3.514 0.945  0.330
C10 -1.792 -3.199 0.147  -1.253
H18 -1.680 -4.232 -0.214  0.449
H19 -2.161 -3.225 1.182  0.339
H20 -2.547 -2.694 -0.476  0.310
C11 1.031 -3.249 1.030  -1.120
H21 0.703 -3.339 2.076  0.356
H22 1.163 -4.260 0.619  0.419
H23 2.010 -2.741 1.025  0.264
C12 -0.852 -1.060 3.644  -0.899
Si1 -1.392 0.392 2.608  0.456
C13 -3.216 0.235 2.250  -1.024
C14 -1.056 1.928 3.589  -1.081
H24 -1.103 -2.001 3.140  0.212
H25 -1.390 -1.004 4.604  0.428
H26 0.229 -1.004 3.826  0.290
H27 -3.757 0.268 3.209  0.362
H28 -3.545 1.066 1.611  0.291
H29 -3.417 -0.721 1.748  0.255
H30 -1.540 1.797 4.569  0.409
H31 0.026 2.063 3.734  0.308
H32 -1.502 2.809 3.115  0.318


# 4
DFT (wB97M-V/def2-TZVPD) results for C14H32NO3P2SiV as an isolated structure in a non-equilibrium geometry.

Computed properties:
Multiplicity: 4
Charge: +1
⟨S²⟩: 3.78
LUMO (alpha / beta), eV: -2.80 / -2.75
Orbital gap (alpha / beta), eV: 5.37 / 9.19

Each line ends with the Löwdin spin population.
Atoms and positions in Å:
V1 -0.224 -0.161 0.041  2.250
P1 -2.506 0.229 -0.393  0.048
C1 -2.388 0.866 -2.110  0.024
C2 -0.974 1.225 -2.506  0.102
N1 0.078 0.905 -1.721  0.067
C3 1.351 1.211 -2.057  0.108
C4 1.597 1.883 -3.241  -0.005
C5 0.522 2.297 -4.020  0.123
C6 -0.778 1.988 -3.642  0.001
C7 2.500 0.817 -1.151  0.035
P2 2.618 -0.878 -0.556  0.039
H1 -1.671 2.340 -4.167  -0.002
H2 2.628 2.141 -3.502  -0.003
H3 0.672 2.819 -4.957  0.008
H4 3.442 0.979 -1.698  0.002
H5 2.545 1.456 -0.263  0.006
H6 -2.886 0.096 -2.717  0.003
H7 -3.051 1.759 -2.145  0.002
H8 -0.759 -2.106 -3.436  0.001
O1 -1.423 -2.194 -4.154  0.001
H9 -2.111 -2.836 -3.826  0.000
H10 1.432 -1.620 -0.390  0.016
O2 -0.602 -1.999 0.250  0.076
H11 -0.143 -2.858 0.227  0.009
C8 3.457 -1.850 -1.821  0.006
H12 4.275 -1.300 -2.295  0.001
H13 3.811 -2.787 -1.376  0.000
H14 2.691 -2.097 -2.556  0.000
C9 3.560 -0.922 0.988  0.005
H15 3.244 -1.761 1.639  0.001
H16 4.635 -1.028 0.743  0.001
H17 3.415 0.016 1.552  0.001
C10 -3.468 1.579 0.341  0.005
H18 -4.504 1.506 -0.007  -0.001
H19 -3.448 1.560 1.436  0.000
H20 -3.034 2.522 -0.007  0.000
C11 -3.558 -1.256 -0.330  0.004
H21 -3.864 -1.411 0.717  0.000
H22 -4.440 -1.076 -0.961  0.000
H23 -2.982 -2.129 -0.677  0.000
C12 0.541 1.776 4.160  0.001
Si1 0.031 0.154 3.377  0.011
C13 1.230 -1.159 3.938  0.000
C14 -1.717 -0.168 3.920  0.001
O3 0.156 0.218 1.771  0.054
H24 0.451 1.560 5.234  0.000
H25 -0.137 2.606 3.925  0.000
H26 1.584 2.043 3.950  0.000
H27 1.192 -1.141 5.036  0.000
H28 0.912 -2.152 3.589  0.000
H29 2.265 -0.964 3.625  0.000
H30 -2.429 0.603 3.597  0.000
H31 -2.067 -1.161 3.607  0.000
H32 -1.674 -0.143 5.019  0.000


# 5
DFT (wB97M-V/def2-TZVPD) results for a 6-piece molecular cluster, C14H32O6 overall in a non-equilibrium geometry.

Computed properties:
Multiplicity: 2
Charge: -1
⟨S²⟩: 0.75
LUMO (alpha / beta), eV: 2.63 / 2.56
Orbital gap (alpha / beta), eV: 1.77 / 9.29

Each line ends with the Löwdin spin population.
Atoms and positions in Å:
C1 12.012 8.113 1.782  0.156
C2 12.722 9.269 1.099  0.043
O1 12.225 9.759 0.115  0.037
C3 13.945 9.926 1.826  0.041
H1 12.647 7.227 1.808  0.018
H2 11.095 7.907 1.231  0.026
H3 11.688 8.263 2.812  0.073
H4 14.110 10.965 1.541  0.003
H5 14.776 9.264 1.582  0.008
H6 13.758 9.859 2.897  0.029
C4 11.695 16.675 -2.025  0.009
C5 11.058 15.472 -1.436  0.004
O2 11.375 15.122 -0.305  0.005
C6 10.036 14.662 -2.238  0.024
H7 11.998 16.502 -3.058  0.001
H8 12.542 17.016 -1.429  0.001
H9 11.006 17.519 -2.040  0.002
H10 9.088 15.200 -2.248  0.005
H11 9.784 13.681 -1.833  0.009
H12 10.387 14.461 -3.250  0.003
C7 6.369 11.421 4.573  0.068
C8 7.844 11.759 4.904  0.043
O3 8.387 12.735 4.344  0.008
C9 8.542 10.905 5.957  0.130
H13 6.043 11.870 3.635  0.008
H14 5.727 11.783 5.377  0.007
H15 6.298 10.334 4.537  0.021
H16 7.843 10.234 6.455  0.020
H17 8.922 11.563 6.738  0.011
H18 9.451 10.452 5.560  0.053
C10 12.181 11.788 -2.639  0.013
C11 13.494 12.386 -2.157  0.003
O4 14.072 13.310 -2.744  0.001
C12 14.195 11.848 -0.940  0.007
H19 12.164 10.716 -2.444  0.002
H20 12.091 11.939 -3.715  0.002
H21 11.339 12.287 -2.160  0.003
H22 13.498 12.036 -0.124  0.001
H23 15.087 12.458 -0.796  0.001
H24 14.642 10.854 -0.974  0.003
C13 15.199 13.270 3.537  0.016
O5 14.160 14.281 3.675  0.004
H25 14.808 12.254 3.590  0.005
H26 15.643 13.332 2.543  0.001
H27 16.006 13.459 4.245  0.001
H28 13.578 14.127 2.927  0.000
C14 11.438 12.548 2.519  0.027
O6 12.368 13.380 1.801  0.003
H29 10.685 13.285 2.798  0.002
H30 11.017 11.702 1.974  0.016
H31 11.877 12.153 3.435  0.018
H32 11.879 13.885 1.147  0.000


# 6
DFT (wB97M-V/def2-TZVPD) results for a 3-piece molecular cluster, C14H33BNO10P overall in a non-equilibrium geometry.

Computed properties:
Multiplicity: 1
Charge: 0
LUMO, eV: 0.37
Orbital gap, eV: 8.73

Each line ends with the Mulliken charge.
Atoms and positions in Å:
C1 3.347 1.397 1.739  -0.984
C2 1.843 0.947 1.262  0.024
O1 0.992 2.145 1.313  -0.367
B1 -0.365 1.833 1.851  0.478
O2 -0.459 1.528 3.292  -0.678
C3 -1.695 1.898 0.826  0.137
O3 -2.613 2.998 1.128  -0.361
C4 -3.482 2.764 2.272  -0.613
C5 -2.377 0.429 0.593  -0.332
N1 -2.725 0.126 -0.873  -0.536
P1 -1.152 -0.999 1.099  0.269
C6 -1.826 -1.684 2.769  -1.040
O4 -1.314 -2.323 -0.020  -0.346
H1 3.730 2.408 1.240  0.186
H2 4.158 0.580 1.423  0.327
H3 3.455 1.572 2.907  0.251
H4 1.912 0.614 0.122  0.200
H5 1.408 0.070 1.902  0.204
H6 -0.323 0.555 3.490  0.310
H7 -1.203 2.184 -0.226  -0.036
H8 -4.458 2.141 1.979  0.223
H9 -3.884 3.809 2.685  0.256
H10 -3.014 2.215 3.188  0.243
H11 -3.351 0.213 1.200  0.453
H12 -3.761 0.169 -0.982  0.252
H13 -2.217 0.761 -1.525  0.263
H14 -2.786 -1.045 3.061  0.229
H15 -2.077 -2.832 2.662  0.418
H16 -1.026 -1.548 3.614  0.214
H17 -1.499 -3.186 0.496  0.254
C7 0.513 -5.315 -2.676  -1.118
C8 -0.955 -5.627 -2.906  -0.143
O5 -1.225 -7.021 -2.718  -0.328
C9 -1.260 -7.448 -1.431  0.753
O6 -1.093 -6.751 -0.439  -0.565
O7 -1.485 -8.784 -1.436  -0.320
C10 -1.438 -9.379 -0.140  -0.610
H18 1.145 -5.949 -3.308  0.331
H19 0.726 -4.267 -2.899  0.355
H20 0.806 -5.510 -1.640  0.297
H21 -1.215 -5.391 -3.944  0.274
H22 -1.605 -5.018 -2.266  0.280
H23 -2.120 -8.878 0.554  0.284
H24 -0.413 -9.358 0.241  0.286
H25 -1.751 -10.423 -0.235  0.222
C11 4.227 5.589 -2.901  -1.091
C12 3.180 6.675 -2.722  -0.152
O8 1.975 6.144 -2.157  -0.377
C13 2.018 5.864 -0.831  0.758
O9 2.979 6.032 -0.091  -0.570
O10 0.821 5.339 -0.472  -0.341
C14 0.770 4.899 0.884  -0.446
H26 3.823 4.758 -3.489  0.285
H27 5.112 5.985 -3.405  0.359
H28 4.539 5.172 -1.939  0.306
H29 2.916 7.085 -3.702  0.288
H30 3.557 7.507 -2.115  0.298
H31 1.061 5.697 1.574  0.382
H32 1.412 4.022 1.014  0.283
H33 -0.261 4.611 1.108  0.120


- charge of number 4 (C14H32NO3P2SiV)?
  +1